C3H8N2O | wB97M-V/def2-TZVPD

Geometry as ORCA input:
```
! RIJCOSX wB97M-V def2-TZVPD def2/J DEFGRID3
* xyz 0 1
C 2.19 -0.43 -0.17
C 0.88 0.00 0.36
C -0.25 -0.98 -0.01
H 3.01 0.30 -0.03
H 2.17 -0.43 -1.31
H 2.39 -1.35 0.37
H 0.94 0.09 1.47
H 0.92 2.11 0.47
H -0.40 1.48 -0.04
H 0.23 -1.91 -0.25
H -2.93 0.36 0.14
N 0.55 1.44 -0.16
N -1.59 -0.87 0.01
O -2.00 0.48 -0.11
*
```

Computed properties:
Relative energy (zero: lowest compared OMol25 entry of this formula, charge and spin) = 88.59 kcal per mole
Orbital gap = 9.98 eV
Largest force on an atom = 4.57 eV/Å
SMILES = C[C@@H](N)/C=N\O
HOMO energy = -9.3 eV